(1)
58
Properties=species:S:1:pos:R:3:nbo_charge:R:1 method="wB97M-V/def2-TZVPD" e_homo_ev=-13.2934 lumo_energy_ev=-8.3125 e_above_lowest_kcal_mol=0.0 total_charge=+2 molar_mass_g_mol=733.4
W 1.396 0.275 0.410 1.91
O -0.890 4.816 -1.940 -0.65
C 0.177 4.485 -2.666 0.47
C 0.426 5.235 -3.816 -0.29
C 1.510 4.949 -4.611 -0.11
C 2.389 3.904 -4.291 -0.24
C 2.161 3.155 -3.170 -0.13
C 1.054 3.423 -2.337 -0.29
C 0.829 2.618 -1.176 0.58
O 1.657 1.565 -0.950 -0.63
N -0.131 2.790 -0.320 -0.39
N -0.094 1.825 0.659 -0.37
C -0.979 1.931 1.609 0.23
C -1.030 1.060 2.734 -0.20
C -2.143 1.074 3.593 -0.12
C -2.182 0.246 4.690 -0.20
C -1.099 -0.590 4.968 -0.11
C 0.027 -0.599 4.163 -0.24
C 0.055 0.222 3.051 0.33
O 1.166 0.253 2.263 -0.60
H -0.967 4.259 -1.149 0.50
H -0.254 6.041 -4.054 0.25
H 1.688 5.542 -5.498 0.24
H 3.237 3.694 -4.926 0.24
H 2.827 2.344 -2.910 0.22
H -1.695 2.744 1.526 0.24
H -2.970 1.737 3.374 0.24
H -3.042 0.248 5.345 0.25
H -1.134 -1.235 5.836 0.25
H 0.881 -1.222 4.393 0.25
O 3.347 0.326 0.590 -0.48
N 4.236 -0.681 0.590 0.02
C 5.532 -0.398 0.825 0.06
C 6.439 -1.423 0.802 -0.21
C 6.000 -2.721 0.530 -0.09
C 4.663 -2.967 0.287 -0.21
C 3.764 -1.910 0.322 0.05
S 2.046 -2.003 0.030 0.13
H 5.756 0.641 1.015 0.27
H 7.480 -1.211 0.991 0.27
H 6.710 -3.536 0.508 0.26
H 4.297 -3.960 0.068 0.27
F -6.035 -5.357 -0.315 -0.30
C -6.077 -4.207 -0.996 0.96
F -6.237 -4.501 -2.293 -0.30
F -7.145 -3.520 -0.588 -0.30
C -4.796 -3.424 -0.801 -0.04
C -4.844 -2.059 -0.542 -0.18
C -3.665 -1.359 -0.390 -0.14
C -2.437 -2.031 -0.502 -0.16
C -2.403 -3.412 -0.770 -0.14
C -3.585 -4.102 -0.917 -0.18
C -1.237 -1.323 -0.355 0.36
C -0.171 -0.714 -0.248 -0.52
H -5.797 -1.557 -0.463 0.26
H -3.678 -0.295 -0.196 0.23
H -1.452 -3.918 -0.861 0.24
H -3.580 -5.164 -1.121 0.26

---

(2)
62
Properties=species:S:1:pos:R:3:nbo_charge:R:1 method="wB97M-V/def2-TZVPD" e_homo_ev=-3.6768 lumo_energy_ev=2.1638 e_above_lowest_kcal_mol=9.1 total_charge=-1 molar_mass_g_mol=711.0
Mg 0.872 1.337 -0.084 1.70
C -2.080 2.398 0.151 -0.28
N -1.106 2.252 -0.928 -0.68
C -1.664 1.819 -2.211 -0.27
C -1.826 0.333 -2.250 0.40
N -2.617 -0.353 -1.471 -0.48
C -2.387 -1.678 -1.814 0.07
C -2.927 -2.848 -1.282 -0.20
C -2.498 -4.053 -1.804 -0.24
C -1.549 -4.108 -2.837 -0.22
C -1.006 -2.959 -3.379 -0.25
C -1.444 -1.752 -2.847 0.16
N -1.128 -0.440 -3.132 -0.55
C -1.494 1.943 1.450 0.46
N -0.602 0.991 1.540 -0.61
C -0.406 0.794 2.908 0.06
C 0.406 -0.113 3.579 -0.15
C 0.400 -0.074 4.961 -0.24
C -0.377 0.853 5.667 -0.20
C -1.195 1.753 5.010 -0.25
C -1.202 1.687 3.625 0.16
N -1.905 2.395 2.658 -0.55
H -2.450 3.423 0.244 0.20
H -2.925 1.739 -0.062 0.25
H -0.611 3.129 -1.043 0.42
H -2.637 2.284 -2.414 0.19
H -0.967 2.127 -2.989 0.24
H -3.652 -2.801 -0.481 0.22
H -2.895 -4.978 -1.406 0.21
H -1.231 -5.072 -3.213 0.21
H -0.262 -2.998 -4.165 0.22
H -0.350 -0.119 -3.688 0.43
H 1.060 -0.778 3.032 0.23
H 1.045 -0.746 5.512 0.21
H -0.316 0.884 6.746 0.22
H -1.778 2.485 5.553 0.22
H -2.430 3.239 2.805 0.42
Cl 2.527 1.515 -4.852 -0.02
C 2.391 0.121 -3.821 -0.17
C 2.830 -1.123 -4.305 -0.22
C 2.710 -2.254 -3.554 -0.07
Cl 3.251 -3.784 -4.202 -0.04
C 2.117 -2.204 -2.268 -0.14
C 1.869 -3.320 -1.440 -0.14
C 1.208 -3.154 -0.258 -0.21
C 0.793 -1.865 0.118 0.06
N 1.035 -0.809 -0.616 -0.54
C 1.690 -0.950 -1.795 0.16
C 1.843 0.284 -2.551 0.33
O 1.400 1.382 -2.070 -0.84
H 3.264 -1.175 -5.295 0.23
H 2.190 -4.301 -1.764 0.22
H 0.988 -3.996 0.383 0.21
H 0.249 -1.695 1.040 0.21
S 1.846 4.015 6.367 -0.22
C 1.966 3.630 4.753 -0.58
S 1.203 4.509 3.491 0.45
C 1.628 3.478 2.139 -0.42
C 2.388 2.399 2.453 -0.42
S 2.891 1.103 1.395 -0.53
S 2.826 2.280 4.146 0.48
S 1.032 3.918 0.561 -0.55

---

(3)
60
Properties=species:S:1:pos:R:3:nbo_charge:R:1 method="wB97M-V/def2-TZVPD" e_homo_ev="-13.6425 / -13.6424" lumo_energy_ev="-8.6155 / -8.6132" e_above_lowest_kcal_mol=0.0 total_charge=+2 molar_mass_g_mol=839.1
Ru -1.194 0.124 -0.435 0.14
Cl 0.465 1.094 2.767 0.05
C -0.867 0.000 2.739 -0.08
C -1.481 -0.300 1.526 -0.19
C -2.539 -1.193 1.578 -0.07
Cl -3.279 -1.529 0.013 0.07
C -2.998 -1.824 2.721 -0.10
Cl -4.283 -2.944 2.656 0.12
C -2.360 -1.502 3.923 -0.06
Cl -2.885 -2.227 5.373 0.13
C -1.300 -0.583 3.932 -0.09
Cl -0.540 -0.190 5.412 0.11
N -1.140 -0.101 -2.650 -0.80
C 0.177 -0.167 -3.284 0.14
C 0.311 -0.114 -4.659 -0.22
C 1.587 -0.126 -5.210 -0.14
C 2.708 -0.179 -4.394 -0.20
C 2.565 -0.227 -3.016 -0.09
C 1.289 -0.231 -2.460 -0.46
P 0.966 -0.321 -0.701 1.41
C 2.428 0.205 0.163 -0.44
C 3.413 -0.722 0.500 -0.17
C 4.603 -0.277 1.059 -0.19
C 4.806 1.078 1.271 -0.17
C 3.826 2.003 0.925 -0.13
C 2.637 1.569 0.369 -0.20
C 0.566 -2.043 -0.325 -0.45
C 0.610 -2.489 1.005 -0.20
C 0.230 -3.778 1.317 -0.14
C -0.202 -4.639 0.310 -0.15
C -0.237 -4.216 -1.010 -0.20
C 0.147 -2.923 -1.332 -0.18
H -1.696 -0.920 -2.902 0.42
H -1.638 0.690 -3.057 0.42
H -0.562 -0.058 -5.297 0.24
H 1.703 -0.085 -6.284 0.25
H 3.697 -0.173 -4.832 0.25
H 3.437 -0.256 -2.375 0.23
H 3.256 -1.780 0.334 0.23
H 5.370 -0.990 1.327 0.24
H 5.735 1.419 1.707 0.24
H 3.994 3.057 1.090 0.23
H 1.873 2.290 0.100 0.22
H 0.953 -1.823 1.788 0.24
H 0.272 -4.120 2.342 0.23
H -0.493 -5.651 0.558 0.24
H -0.548 -4.895 -1.791 0.24
H 0.151 -2.613 -2.369 0.22
C -1.159 4.409 2.459 -0.72
S -1.782 5.244 0.965 0.39
C -2.957 4.118 0.339 -0.30
C -2.720 2.826 -0.103 -0.55
S -1.149 2.222 -0.276 0.60
S -4.104 1.944 -0.697 0.44
C -5.265 3.255 -0.553 -0.61
S -6.803 3.146 -0.969 0.24
S -4.546 4.700 0.160 0.63
H -0.197 4.873 2.668 0.26
H -1.011 3.349 2.299 0.23
H -1.841 4.591 3.284 0.25

---

(4)
69
Properties=species:S:1:pos:R:3:nbo_charge:R:1 method="wB97M-V/def2-TZVPD" e_homo_ev=-1.3746 lumo_energy_ev=4.3304 e_above_lowest_kcal_mol=0.0 total_charge=-2 molar_mass_g_mol=849.0
Cd -0.296 -0.283 0.512 1.69
C -3.733 1.993 2.642 -0.74
S -2.306 2.761 3.467 0.15
C -0.998 1.816 2.658 -0.06
S -0.801 0.182 3.081 -0.39
N -0.274 2.550 1.872 -0.41
N 0.667 1.953 1.105 -0.26
C 1.727 2.644 0.936 0.04
C 2.853 2.236 0.105 0.15
C 3.972 3.076 0.033 -0.25
C 5.056 2.694 -0.735 -0.19
C 5.000 1.487 -1.417 -0.28
C 3.846 0.720 -1.291 0.06
N 2.805 1.079 -0.557 -0.39
H -4.555 1.942 3.355 0.20
H -4.014 2.589 1.779 0.22
H -3.445 0.995 2.315 0.27
H 1.821 3.598 1.459 0.16
H 3.970 4.013 0.576 0.20
H 5.933 3.327 -0.795 0.20
H 5.821 1.145 -2.033 0.21
H 3.756 -0.235 -1.803 0.23
C 4.410 -2.896 -4.162 -0.61
C 3.206 -2.243 -3.529 -0.13
C 2.436 -1.296 -4.191 -0.21
C 1.406 -0.652 -3.545 -0.30
C 1.074 -0.864 -2.177 0.20
N 0.116 -0.117 -1.567 -0.83
C -0.409 1.026 -2.140 0.28
C 0.417 1.994 -2.741 -0.31
C -0.085 3.117 -3.366 -0.17
C -1.453 3.334 -3.425 -0.12
C -2.049 4.531 -4.123 -0.61
C -2.276 2.434 -2.758 -0.14
C -1.802 1.319 -2.073 -0.11
C -2.740 0.448 -1.182 0.12
O -2.339 0.341 0.100 -0.95
C -4.177 1.077 -1.101 0.96
F -4.147 2.374 -0.722 -0.34
F -4.938 0.463 -0.183 -0.32
F -4.884 1.042 -2.266 -0.36
C -2.961 -0.956 -1.892 0.94
F -2.038 -1.857 -1.587 -0.30
F -2.978 -0.836 -3.247 -0.35
F -4.150 -1.532 -1.568 -0.35
C 1.765 -1.959 -1.549 -0.05
C 2.818 -2.564 -2.236 -0.21
C 1.404 -2.598 -0.170 0.12
O 0.244 -2.286 0.425 -0.93
C 2.562 -2.311 0.862 0.94
F 2.459 -1.057 1.328 -0.32
F 2.485 -3.129 1.936 -0.34
F 3.835 -2.431 0.402 -0.35
C 1.361 -4.175 -0.348 0.96
F 0.762 -4.532 -1.499 -0.33
F 0.670 -4.763 0.636 -0.32
F 2.579 -4.802 -0.348 -0.36
H 4.476 -2.641 -5.222 0.19
H 4.372 -3.985 -4.072 0.20
H 5.336 -2.565 -3.680 0.19
H 2.646 -1.055 -5.230 0.18
H 0.811 0.056 -4.103 0.21
H 1.486 1.837 -2.690 0.21
H 0.600 3.832 -3.816 0.18
H -1.318 5.014 -4.774 0.20
H -2.397 5.272 -3.397 0.20
H -2.910 4.243 -4.730 0.20
H -3.336 2.638 -2.795 0.20
H 3.383 -3.342 -1.742 0.21